[1]
18
Properties=species:S:1:pos:R:3:forces:R:3:lowdin_charge:R:1 method="wB97M-V/def2-TZVPD" homo_lumo_gap_ha=0.361 spin_multiplicity=1 smiles="[H]/N=C1/C(=N/[H])[C@H](C)[C@@H]1C" relative_energy_kcal_mol=34.9 max_force_ev_per_a=2.712
H -0.8815 -1.5533 2.6886 0.025 -0.014 -0.142 0.057
N -0.4458 -2.0244 1.8898 0.177 0.699 -0.996 0.183
C -0.3306 -1.2167 0.9047 -0.363 -0.648 2.608 -0.314
C 0.1786 -1.3740 -0.4485 0.919 -1.473 -2.075 -0.312
N 0.9030 -2.2718 -1.0013 -0.616 0.868 0.633 0.187
H 1.0852 -2.0324 -1.9805 -0.045 0.033 0.114 0.056
C -0.4292 -0.0529 -0.8894 0.136 0.454 0.318 -0.250
C 0.4717 0.8850 -1.6673 0.026 0.180 -0.090 -0.068
C -0.7168 0.2341 0.6516 -0.608 -0.060 -0.489 -0.250
C 0.1408 1.2571 1.3768 0.115 0.126 -0.116 -0.061
H -1.3633 -0.2194 -1.4460 0.150 0.011 0.270 0.147
H 0.6424 0.5015 -2.6787 -0.004 0.055 0.114 0.077
H 0.0082 1.8724 -1.7603 0.084 -0.097 -0.039 0.081
H 1.4476 1.0087 -1.1881 -0.134 -0.032 -0.030 0.081
H -1.7818 0.4176 0.8447 0.197 0.027 0.000 0.141
H -0.0689 1.2413 2.4514 0.020 -0.038 -0.151 0.080
H -0.0694 2.2665 1.0098 0.051 -0.097 0.057 0.080
H 1.2097 1.0606 1.2429 -0.131 0.007 0.015 0.085

[2]
57
Properties=species:S:1:pos:R:3:forces:R:3:lowdin_charge:R:1 method="wB97M-V/def2-TZVPD" homo_lumo_gap_ha=0.347 spin_multiplicity=1 smiles=COC[C@H](C)N.COC[C@H](C)N.COC[C@H](C)N.O.O relative_energy_kcal_mol=6.1 max_force_ev_per_a=1.586
C -0.5720 2.9101 -0.0052 -0.193 -0.936 0.139 -0.122
O -1.6345 3.8240 -0.2063 0.784 0.572 0.075 -0.178
C -1.5333 4.9836 0.5987 -0.242 0.133 0.243 -0.222
C -2.2060 4.8335 1.9707 0.340 0.589 0.200 -0.444
C -3.6658 4.4567 1.8453 -0.193 -0.571 -0.526 -0.062
N -2.0947 6.0824 2.7342 -0.147 0.216 0.059 0.025
H -0.8019 2.2083 0.8063 -0.048 0.019 -0.019 0.081
H 0.4094 3.3246 0.2408 -0.165 0.539 -0.177 0.084
H -0.4714 2.3209 -0.9167 0.016 0.017 0.010 0.081
H -0.5006 5.3087 0.7805 0.156 -0.364 -0.188 0.118
H -1.9846 5.8197 0.0489 -0.281 -0.193 0.032 0.125
H -1.6354 4.1059 2.5555 -0.231 -0.254 -0.102 0.139
H -4.1685 5.1526 1.1666 -0.052 0.160 0.209 0.083
H -4.1909 4.4147 2.7964 0.132 0.216 0.106 0.075
H -3.7843 3.4781 1.3705 0.166 0.025 0.027 0.066
H -1.1502 6.2836 3.0363 0.060 -0.137 -0.096 0.066
H -2.4052 6.8800 2.1877 -0.061 -0.073 0.003 0.069
C -1.5892 -3.1216 -1.1139 0.080 -1.404 0.199 -0.103
O -1.3525 -2.1151 -0.1727 0.301 0.767 -0.106 -0.210
C -2.4598 -1.7885 0.6267 -1.164 -0.734 0.789 -0.207
C -3.5861 -1.0332 -0.0700 0.447 0.875 -1.069 -0.449
C -3.1378 0.3997 -0.4002 -0.107 -0.218 0.503 -0.054
N -4.7624 -1.0074 0.7910 -0.369 -0.079 -0.248 0.043
H -0.6478 -3.4091 -1.5848 0.036 0.541 -0.155 0.085
H -2.3444 -2.9003 -1.8698 0.089 0.278 -0.014 0.085
H -1.8883 -4.0609 -0.6139 -0.265 0.290 0.081 0.095
H -2.8705 -2.7147 1.0651 -0.040 0.002 -0.225 0.124
H -2.1865 -1.2015 1.5078 0.601 0.094 -0.295 0.135
H -3.7649 -1.4622 -1.0671 -0.253 -0.406 0.256 0.125
H -2.8595 0.9104 0.5260 0.138 0.072 -0.119 0.075
H -3.9349 0.9834 -0.8639 -0.051 -0.106 -0.075 0.082
H -2.2958 0.3784 -1.0914 0.091 0.088 0.111 0.077
H -5.3189 -0.1896 0.5630 0.137 0.084 0.143 0.068
H -5.3832 -1.7812 0.5708 0.217 -0.138 0.208 0.075
C 5.2119 -4.8885 -2.8753 -0.099 -0.071 -0.197 -0.109
O 4.3866 -3.9081 -2.3002 -0.243 0.154 -0.111 -0.182
C 4.6498 -3.6312 -0.9602 0.722 -0.095 1.202 -0.244
C 3.9160 -2.3834 -0.5292 -1.044 0.250 -0.253 -0.415
C 4.2427 -1.8893 0.8748 0.329 0.241 -0.571 -0.050
N 2.4431 -2.5462 -0.6052 0.223 0.009 0.147 0.032
H 4.8320 -5.0325 -3.8848 0.097 -0.124 -0.021 0.088
H 5.1643 -5.8385 -2.3337 -0.026 -0.009 0.054 0.089
H 6.2562 -4.5662 -2.9364 0.016 0.063 0.104 0.089
H 4.3627 -4.4554 -0.2804 -0.184 -0.111 -0.307 0.134
H 5.7272 -3.5002 -0.7586 -0.011 0.113 -0.363 0.130
H 4.1194 -1.5961 -1.2636 0.309 -0.014 0.163 0.146
H 5.3078 -1.6711 0.9753 -0.009 -0.131 0.063 0.081
H 3.9442 -2.5987 1.6467 -0.038 -0.045 0.001 0.081
H 3.7144 -0.9453 1.0001 -0.062 -0.036 0.254 0.072
H 2.1794 -2.8961 -1.5202 0.006 -0.085 0.079 0.083
H 2.1309 -3.2064 0.1016 0.005 -0.105 -0.140 0.091
O 0.7825 -0.2081 -0.2060 0.026 0.262 0.043 -0.094
H -0.1048 -0.5704 -0.3442 0.241 -0.115 0.089 0.008
H 1.3774 -0.9875 -0.1821 -0.139 0.033 -0.244 0.000
O 2.9027 1.7577 -0.1428 -0.035 0.066 -0.062 -0.076
H 3.1812 1.9713 -1.0381 -0.010 0.004 0.029 0.031
H 2.0447 1.3163 -0.2505 -0.005 -0.219 0.062 -0.017

[3]
75
Properties=species:S:1:pos:R:3:forces:R:3:mulliken_spin:R:1 method="wB97M-V/def2-TZVPD" homo_lumo_gap_ha="0.257 / 0.241" spin_multiplicity=3 relative_energy_kcal_mol=4.1 charge=+2 max_force_ev_per_a=3.424
W -0.0224 -0.1806 -0.8228 -2.007 1.195 -0.262 1.961
C -0.6711 -2.1147 0.1107 0.054 -0.133 1.041 -0.040
C 0.7020 -2.2409 -0.3124 0.368 -0.270 1.094 0.117
C 0.6061 -0.6017 1.3419 0.237 -0.520 -0.092 0.063
C -0.7300 -1.0985 1.1271 0.210 -1.010 0.160 -0.050
C 1.4877 -1.3060 0.4466 0.031 -0.516 0.540 0.059
C -1.8340 -2.9585 -0.3057 -0.338 -0.121 -0.117 -0.005
H -1.5884 -3.6100 -1.1520 -0.081 0.136 0.199 0.002
H -2.7025 -2.3417 -0.5813 0.199 -0.210 0.089 -0.003
H -2.1532 -3.5995 0.5292 0.140 0.139 -0.219 -0.001
C -1.9523 -0.7419 1.9075 -0.196 0.254 0.054 -0.023
H -2.8282 -0.6374 1.2562 0.150 -0.002 0.144 -0.007
H -1.8162 0.1938 2.4620 -0.088 -0.221 -0.160 0.001
H -2.1837 -1.5245 2.6423 0.141 0.096 -0.171 0.003
C 1.0240 0.3749 2.3929 0.023 0.329 0.142 -0.019
H 1.4013 -0.1549 3.2804 -0.115 0.035 -0.273 0.002
H 0.1814 0.9953 2.7247 0.267 -0.137 -0.120 0.001
H 1.8273 1.0397 2.0483 -0.244 -0.203 0.104 -0.005
C 2.9725 -1.1627 0.3978 0.359 -0.019 0.057 -0.005
H 3.4492 -1.7917 1.1634 -0.161 0.101 -0.170 -0.002
H 3.2862 -0.1309 0.5957 -0.056 -0.261 -0.016 0.001
H 3.3732 -1.4666 -0.5745 -0.053 -0.006 0.207 -0.008
C 1.2553 -3.2686 -1.2442 0.221 -0.107 -0.311 -0.013
H 1.7677 -4.0670 -0.6905 -0.159 0.219 -0.013 0.003
H 1.9918 -2.8309 -1.9252 -0.054 -0.100 0.019 -0.003
H 0.4718 -3.7389 -1.8411 0.088 0.030 0.018 0.002
C -1.8932 1.1060 -5.6926 -0.859 -0.590 -0.375 0.004
C -1.9992 -0.2317 -5.6129 -0.700 1.143 -0.740 -0.002
C -1.1944 -1.1844 -6.4355 0.388 -0.619 -0.139 0.002
C 0.3295 -0.8779 -6.5131 -0.619 -0.391 -0.442 0.004
C 0.9167 -0.2551 -5.2818 0.877 0.778 -0.360 0.003
C 1.0873 1.0735 -5.1681 0.606 -0.495 -0.650 0.040
C 0.4777 2.1240 -6.0573 0.027 0.302 -0.278 -0.007
C -0.9566 1.8626 -6.6009 0.132 0.471 -0.251 -0.001
H -1.5755 -1.1866 -7.4706 -0.047 -0.092 0.348 0.000
H 0.5079 -0.2510 -7.4016 0.084 -0.066 0.542 0.000
H -1.3483 -2.2038 -6.0510 0.056 0.213 -0.137 0.000
H -0.8704 1.3970 -7.5966 -0.235 -0.067 0.481 0.000
H -2.6510 1.7284 -5.1878 0.382 -0.397 -0.136 0.000
H -2.8559 -0.6622 -5.0828 0.264 0.175 -0.027 -0.001
H -1.4191 2.8487 -6.7846 0.263 -0.392 -0.014 0.000
H 0.4795 3.0780 -5.4988 0.030 -0.332 -0.221 -0.001
H 1.8468 1.4873 -4.5043 -0.597 -0.224 0.150 0.012
H 1.1398 2.2922 -6.9277 -0.178 0.017 0.360 0.000
H 0.8591 -1.8185 -6.7248 -0.138 0.247 0.121 0.000
H 1.3624 -0.9404 -4.5488 0.169 0.278 -0.298 -0.026
P -1.7585 0.4701 -2.3248 1.463 -0.033 0.289 -0.118
P 1.6022 1.5280 -1.6302 -0.855 -0.771 0.478 -0.143
C -0.8953 1.8923 -3.0782 -0.143 0.343 -0.740 0.037
C 0.3276 2.6016 -2.4526 0.288 0.345 -0.161 0.066
H -1.6672 2.6282 -3.3495 0.321 -0.059 0.088 0.008
H -0.5570 1.4288 -4.0034 -0.186 0.271 0.053 -0.073
H 0.8649 3.1570 -3.2365 -0.461 0.012 0.013 0.014
H -0.0170 3.3481 -1.7192 0.394 -0.351 -0.046 -0.005
C 2.3966 2.5787 -0.4118 0.171 0.439 0.303 0.006
H 2.8738 1.9682 0.3661 -0.043 0.248 -0.286 -0.001
H 1.6691 3.2532 0.0600 0.221 -0.209 -0.105 0.000
H 3.1673 3.1721 -0.9284 -0.211 -0.084 0.284 -0.001
C 2.9960 0.8659 -2.5743 0.106 0.240 -0.593 0.044
H 3.5645 1.6945 -3.0124 0.083 -0.258 -0.020 0.000
H 2.6605 0.1875 -3.3617 0.141 0.125 0.158 -0.037
H 3.6500 0.2869 -1.9124 -0.198 0.339 0.111 0.002
C -3.5162 0.5465 -2.3325 -0.945 0.099 -0.032 0.023
H -3.9300 -0.3696 -1.8846 0.124 0.283 -0.150 -0.004
H -3.8751 0.6474 -3.3691 0.002 0.027 0.388 0.001
H -3.8352 1.4108 -1.7323 0.013 -0.200 -0.206 -0.001
C -1.1321 -1.0995 -2.9894 0.038 0.504 -1.072 0.264
H -0.4325 -1.6403 -2.3005 0.185 -0.192 0.061 -0.118
H -0.5666 -0.9322 -3.9062 -0.191 -0.181 0.194 -0.161
H -1.9728 -1.7763 -3.1864 0.321 -0.068 0.375 0.011
N -0.8436 1.4668 -0.0029 0.225 0.593 1.027 -0.041
C -1.3431 2.3900 0.5534 -0.036 1.103 -0.094 0.061
N -1.8362 3.4926 0.9114 0.464 -1.532 -0.860 0.084
C -2.0378 3.8684 2.1618 -0.660 1.388 3.060 -0.017
N -2.2515 4.2960 3.2358 0.531 -1.083 -2.396 0.043

E for every record listed, in sequence, given in eV: -9362.92398, -27750.70580, -52515.26129.